Entry 1:
ORCA calculation (the ωB97M-V functional and the def2-TZVPD basis) on C5H12N4 in the gas phase in a non-equilibrium geometry.

Positions of all 21 atoms, in Å:
1 H -1.744 -0.054 -1.103
2 N -2.350 -0.851 -0.776
3 C -1.586 -1.513 -0.027
4 N -0.218 -1.334 0.287
5 C 0.418 -0.102 -0.071
6 N 1.618 -0.090 -0.397
7 C 2.668 -0.996 0.145
8 N -0.407 1.005 -0.051
9 C 0.295 2.067 -0.844
10 C -0.844 1.413 1.342
11 H -1.946 -2.391 0.546
12 H 0.100 -1.744 1.122
13 H 2.844 -1.925 -0.560
14 H 2.391 -1.478 1.029
15 H 3.485 -0.253 0.356
16 H 1.176 2.480 -0.235
17 H -0.429 2.727 -1.191
18 H 0.750 1.438 -1.647
19 H -1.288 2.441 1.225
20 H -1.488 0.740 1.651
21 H -0.063 1.692 2.100

Computed properties:
Total charge: 0
DFT total energy in Ha: -416.6372
HOMO-LUMO gap in eV: 9.5262
ΔE to the lowest compared entry with this formula, charge and spin in kJ/mol: 284.22
Structure (SMILES): [H]/N=C\N/C(=N\C)N(C)C
Molecular weight in g mol⁻¹: 128.18

Entry 2:
ORCA calculation (the ωB97M-V functional and the def2-TZVPD basis) on a molecular structure, C34H56BrClNO22PS2 in a non-equilibrium geometry.

Positions of all 118 atoms, in Å:
1 C -2.478 3.825 -2.655
2 C -3.070 2.588 -1.976
3 C -3.263 1.439 -2.949
4 C -4.225 0.397 -2.326
5 C -3.704 -0.009 -0.926
6 C -3.987 -1.489 -0.594
7 C -4.779 -1.615 0.722
8 C -3.922 -1.343 1.992
9 C -3.190 -2.620 2.398
10 C -1.984 -2.520 3.406
11 P -2.611 -1.787 5.037
12 O -3.121 -0.271 4.705
13 Cl -4.438 -2.746 5.308
14 C -1.718 -4.005 3.826
15 O -1.997 -4.913 2.780
16 N -3.075 -5.768 3.146
17 O -3.526 -6.303 2.219
18 C -0.383 -4.253 4.483
19 Br -0.328 -6.128 5.048
20 O 0.678 -4.108 3.556
21 S 0.894 -2.521 3.361
22 O 1.923 -2.364 2.390
23 O 1.214 -1.925 4.619
24 C -0.712 -1.755 2.823
25 C -0.566 -0.290 3.292
26 C 0.629 0.539 2.764
27 C 0.156 1.827 2.136
28 O 1.227 2.776 2.147
29 C -0.660 -1.761 1.291
30 S -0.419 -3.399 0.524
31 C 1.128 -3.225 -0.409
32 C 1.026 -3.868 -1.787
33 H -1.414 3.679 -2.759
34 H -2.892 4.017 -3.639
35 H -2.650 4.685 -2.018
36 H -2.390 2.332 -1.172
37 H -4.049 2.825 -1.568
38 H -3.715 1.797 -3.866
39 H -2.337 0.910 -3.162
40 H -4.218 -0.468 -2.979
41 H -5.215 0.836 -2.263
42 H -2.625 0.102 -0.970
43 H -4.119 0.630 -0.155
44 H -4.596 -1.914 -1.383
45 H -3.071 -2.062 -0.502
46 H -5.531 -0.832 0.710
47 H -5.282 -2.576 0.808
48 H -3.248 -0.535 1.737
49 H -4.586 -0.961 2.757
50 H -3.943 -3.257 2.845
51 H -2.906 -3.115 1.475
52 H -2.679 0.314 5.340
53 H -2.442 -4.245 4.605
54 H -0.238 -3.689 5.394
55 H -1.482 0.202 2.986
56 H -0.552 -0.210 4.369
57 H 1.300 0.019 2.094
58 H 1.227 0.859 3.609
59 H -0.660 2.246 2.726
60 H -0.191 1.672 1.114
61 H 1.181 3.240 1.350
62 H -1.537 -1.303 0.871
63 H 0.184 -1.188 0.944
64 H 1.912 -3.704 0.159
65 H 1.408 -2.183 -0.477
66 H 0.269 -4.639 -1.838
67 H 0.890 -3.129 -2.565
68 H 1.982 -4.339 -1.995
69 C 3.848 -6.023 7.291
70 C 2.555 -5.251 7.438
71 O 2.412 -5.160 8.859
72 C 3.642 -5.287 9.417
73 O 3.889 -5.094 10.561
74 O 4.553 -5.668 8.485
75 H 4.418 -5.740 6.411
76 H 3.692 -7.103 7.284
77 H 2.623 -4.242 7.024
78 H 1.702 -5.759 6.996
79 C 3.001 4.552 -3.144
80 C 1.942 5.359 -3.857
81 O 0.735 4.909 -3.219
82 C 1.056 4.436 -2.002
83 O 0.277 4.144 -1.161
84 O 2.396 4.334 -1.857
85 H 3.939 5.079 -3.041
86 H 3.183 3.583 -3.615
87 H 2.051 6.428 -3.692
88 H 1.906 5.166 -4.926
89 C -5.841 -2.474 -6.826
90 C -4.678 -3.345 -6.400
91 O -3.644 -2.383 -6.172
92 C -4.230 -1.188 -5.907
93 O -3.656 -0.229 -5.510
94 O -5.562 -1.243 -6.153
95 H -6.806 -2.868 -6.519
96 H -5.856 -2.291 -7.901
97 H -4.874 -3.879 -5.469
98 H -4.377 -4.058 -7.162
99 C 6.316 6.292 -6.740
100 C 5.597 5.030 -6.315
101 O 5.009 5.418 -5.063
102 C 4.883 6.774 -5.069
103 O 4.280 7.391 -4.253
104 O 5.528 7.315 -6.122
105 H 6.343 6.426 -7.817
106 H 7.333 6.347 -6.348
107 H 4.800 4.747 -7.004
108 H 6.266 4.185 -6.178
109 C 4.771 4.458 0.595
110 C 5.502 3.619 -0.415
111 O 6.789 4.241 -0.468
112 C 6.979 4.900 0.712
113 O 8.008 5.380 1.053
114 O 5.828 4.934 1.435
115 H 4.048 3.888 1.172
116 H 4.268 5.315 0.143
117 H 5.623 2.583 -0.092
118 H 5.028 3.631 -1.392

Computed properties:
Total charge: 0
DFT total energy in Ha: -7211.0625
HOMO-LUMO gap in eV: 8.6703
Molecular weight in g mol⁻¹: 1041.27

Entry 3:
ORCA calculation (the ωB97M-V functional and the def2-TZVPD basis) on a molecular structure, C5H8MgO3Rb in a non-equilibrium geometry.

Positions of all 18 atoms, in Å:
1 C 0.667 1.228 -3.698
2 C 1.912 1.320 -3.568
3 H -0.079 0.472 -3.916
4 H 1.973 2.447 -3.956
5 H 1.859 0.246 -1.504
6 Rb -0.642 4.486 0.622
7 O -0.080 -0.871 0.727
8 Mg 1.851 -2.445 0.266
9 O 1.509 -0.443 -0.630
10 C 0.343 -0.043 -0.191
11 O -0.174 1.028 -0.513
12 C -0.996 -0.419 1.765
13 C -1.390 -1.626 2.575
14 H -0.457 0.308 2.387
15 H -1.854 0.065 1.283
16 H -0.534 -1.997 3.152
17 H -2.177 -1.313 3.273
18 H -1.732 -2.443 1.927

Computed properties:
Total charge: +2
DFT total energy in Ha: -644.5252
HOMO-LUMO gap (spin up / spin down) in eV: 7.6510 / 9.4145
ΔE to the lowest compared entry with this formula, charge and spin in kJ/mol: 224.84
Multiplicity: 2
Molecular weight in g mol⁻¹: 225.89

Entry 4:
ORCA calculation (the ωB97M-V functional and the def2-TZVPD basis) on C4H8N2O in the gas phase in a non-equilibrium geometry.

Positions of all 15 atoms, in Å:
1 C -0.256 -2.084 0.158
2 N -0.585 -0.702 0.445
3 C 0.332 0.267 -0.108
4 C 1.638 0.197 0.575
5 N 2.668 0.169 1.100
6 C -0.274 1.665 0.089
7 O -1.523 1.747 -0.563
8 H 0.675 -2.348 0.670
9 H -1.048 -2.722 0.555
10 H -0.130 -2.305 -0.917
11 H -1.511 -0.463 0.107
12 H 0.535 0.116 -1.190
13 H 0.421 2.447 -0.245
14 H -0.471 1.801 1.155
15 H -1.363 1.843 -1.509

Computed properties:
Total charge: 0
DFT total energy in Ha: -341.9362
HOMO-LUMO gap in eV: 10.1588
ΔE to the lowest compared entry with this formula, charge and spin in kJ/mol: 177.00
Structure (SMILES): CN[C@H](C#N)CO
Molecular weight in g mol⁻¹: 100.12

Entry 5:
ORCA calculation (the ωB97M-V functional and the def2-TZVPD basis) on a molecular structure, C5H14AlClOY in a non-equilibrium geometry.

Positions of all 23 atoms, in Å:
1 Al -2.626 0.142 -1.056
2 Cl -4.261 -0.052 0.322
3 C -2.275 -1.492 -2.050
4 C -1.498 1.723 -1.084
5 H -2.936 -1.285 -2.921
6 H -1.229 -1.635 -2.373
7 H -2.633 -2.360 -1.469
8 H -2.088 2.115 -1.942
9 H -0.480 1.590 -1.408
10 H -1.583 2.407 -0.234
11 Y 0.605 0.896 0.979
12 C 1.704 0.605 -1.174
13 C -0.320 -1.062 1.651
14 H 1.087 0.019 -1.885
15 H 2.115 1.521 -1.667
16 H 2.532 -0.064 -0.858
17 H -0.412 -1.952 0.945
18 H -1.526 -0.869 1.936
19 C 3.196 -0.101 2.908
20 O 2.417 0.825 2.136
21 H 4.047 -0.430 2.279
22 H 2.544 -0.943 3.182
23 H 3.621 0.402 3.782

Computed properties:
Total charge: -1
DFT total energy in Ha: -1015.0561
HOMO-LUMO gap in eV: 4.2040
ΔE to the lowest compared entry with this formula, charge and spin in kJ/mol: 313.17
Molecular weight in g mol⁻¹: 241.51

Entry 6:
ORCA calculation (the ωB97M-V functional and the def2-TZVPD basis) on C4H4N4 in the gas phase in a non-equilibrium geometry.

Positions of all 12 atoms, in Å:
1 C 0.327 1.689 -0.335
2 N -0.428 0.594 -1.199
3 N -0.739 -0.551 -0.756
4 C -0.445 -1.095 0.442
5 C 0.547 -0.539 1.297
6 N 1.658 -0.382 1.771
7 C -0.694 -2.472 0.684
8 N -0.933 -3.593 0.998
9 H 1.342 1.429 -0.501
10 H -0.059 2.680 -0.772
11 H 0.007 1.521 0.774
12 H -0.584 0.720 -2.403

Computed properties:
Total charge: 0
DFT total energy in Ha: -373.7006
HOMO-LUMO gap in eV: 8.9621
ΔE to the lowest compared entry with this formula, charge and spin in kJ/mol: 378.90
Structure (SMILES): CNN=C(C#N)C#N
Molecular weight in g mol⁻¹: 108.10

What is the DFT total energy in the fourth record?
-341.9362 Ha

total charge of number 3 (C5H8MgO3Rb)?
+2